24
Properties=species:S:1:pos:R:3 method="wB97M-V/def2-TZVPD" homo_ev=-8.9 smiles="NC(=O)[C@]1(O)NC(=O)Nc2ccccc21" e_above_lowest_kj_mol=0.00 e_tot_ev=-20092.3655 gap_ev=9.46
C -1.395 2.035 0.494
H 1.033 2.866 0.691
O 0.720 -1.574 -1.795
C 0.935 -0.774 -0.575
C -2.610 1.341 0.294
H 0.459 -3.066 1.833
C -2.707 0.067 -0.260
N 1.003 1.987 0.129
O 3.176 2.043 -0.306
N 0.217 -2.496 1.047
H -3.665 -0.455 -0.313
C -0.241 1.355 0.128
H -1.450 3.140 0.722
H -0.645 -2.552 0.513
C 2.130 1.448 -0.299
H 1.571 -1.534 -2.259
H -3.553 1.865 0.578
H 2.889 -0.503 -0.561
H -1.608 -1.686 -0.653
C 1.217 -1.597 0.720
C -0.275 0.002 -0.241
O 2.200 -1.455 1.388
N 2.090 0.104 -0.737
C -1.491 -0.560 -0.538